Entry 1:
A cluster of 2 separate species, C4H9NO4 in total at a distorted geometry. Source: the OMol25 dataset; level of theory: the ωB97M-V functional and the def2-TZVPD basis.

XYZ file:
```
18
Properties=species:S:1:pos:R:3:forces:R:3:mulliken_charge:R:1
C 0.7785 -1.0264 -0.0035 1.62 0.80 -1.29 -0.915
C -1.6847 0.0245 -0.2452 -2.45 2.24 -1.52 0.583
N 0.0011 -1.6040 1.0944 -0.80 0.60 -0.27 -0.526
O -2.0090 -1.2322 -0.5156 1.00 0.34 0.12 -0.487
O -1.8016 0.6496 0.7881 0.62 -1.12 -0.48 -0.551
H -1.5014 -1.7772 0.1614 -0.24 0.47 0.17 0.500
H -0.0381 -0.9623 1.8794 -0.05 -0.41 0.09 0.203
H 0.3257 -2.5273 1.3580 0.31 0.31 0.09 0.252
H 0.7513 -1.6779 -0.8759 -0.17 -0.02 0.03 0.329
H 1.8278 -0.9852 0.3249 0.02 0.13 -0.31 0.505
C 1.0405 1.6879 0.1910 -1.04 1.04 -0.54 -1.037
C 0.9199 0.6312 -0.8582 1.85 -3.06 2.71 0.825
O -1.4969 0.7535 -1.4644 -0.33 -1.22 1.30 -0.473
O 1.5107 0.5369 -1.8790 -0.88 0.29 -0.27 -0.519
H -1.8196 1.6554 -1.3069 0.25 -0.24 0.23 0.350
H 1.2422 2.6455 -0.2899 0.08 0.08 0.11 0.329
H 0.1099 1.7496 0.7525 0.09 0.08 0.06 0.313
H 1.8437 1.4584 0.8889 0.10 -0.32 -0.23 0.321
```
Positions in Å, forces in eV/Å.

HOMO energy   -0.3404 Eh
Calculated total energy   -513.47714 Eh
SMILES   CC(=O)CN.O=C(O)O
Frontier orbital gap   9.805 eV
Energy relative to the best compared isomer or geometry (same formula, charge and spin)   263.6 kJ/mol

=====

Entry 2:
A cluster of 2 separate species, C4H9NO4 in total at a distorted geometry. Source: the OMol25 dataset; level of theory: the ωB97M-V functional and the def2-TZVPD basis.

XYZ file:
```
18
Properties=species:S:1:pos:R:3:forces:R:3:mulliken_charge:R:1
C -1.5471 1.4687 -0.3942 0.45 0.31 0.35 -0.649
C 1.0015 0.8837 -0.7314 -2.82 0.62 -2.43 0.898
O -0.5362 0.5911 -0.8764 2.99 0.75 -0.37 -0.349
O 1.1573 1.8553 0.1890 0.03 -0.44 0.47 -0.479
O 1.7912 0.7279 -1.6394 -0.96 -0.37 0.78 -0.638
H 1.9315 2.3676 -0.1051 -0.09 -0.35 0.21 0.354
H -2.1439 0.9341 0.3522 0.00 -0.10 -0.11 0.261
H -1.1490 2.3588 0.1017 0.07 -0.11 -0.17 0.302
H -2.1851 1.7820 -1.2239 0.11 -0.09 -0.01 0.230
N 1.0033 -1.1217 0.0526 -1.95 1.57 0.82 -0.157
C -0.4434 -1.4454 0.2924 2.89 -2.22 1.30 0.002
C -1.0158 -1.3164 1.5000 0.09 0.44 -0.95 -0.856
O 1.7587 -2.0723 -0.6346 -0.24 0.66 0.13 -0.426
H 2.1948 -1.5343 -1.3279 -0.32 -0.10 0.05 0.341
H 1.4831 -0.7542 0.8742 -0.10 -0.99 0.08 0.270
H -0.7546 -2.2240 -0.3952 -0.08 0.27 -0.16 0.369
H -0.7312 -0.5166 2.1726 0.35 -0.34 0.32 0.280
H -1.8150 -1.9842 1.7935 -0.42 0.50 -0.30 0.246
```
Positions in Å, forces in eV/Å.

HOMO energy   -0.3175 Eh
Calculated total energy   -513.37265 Eh
SMILES   COC(=O)O.C=CNO
Frontier orbital gap   9.207 eV
Energy relative to the best compared isomer or geometry (same formula, charge and spin)   538.0 kJ/mol

=====

Entry 3:
A structure of composition C4H9NO6S at a distorted geometry. Source: the OMol25 dataset; level of theory: the ωB97M-V functional and the def2-TZVPD basis.

XYZ file:
```
21
Properties=species:S:1:pos:R:3:forces:R:3:mulliken_charge:R:1
C -1.6580 2.0500 -0.6238 -0.21 0.56 -0.38 -1.095
C 1.8263 -0.2503 0.7585 -0.92 2.36 -1.18 -0.603
C -0.2878 -1.6555 -0.0746 -1.35 -1.01 -1.02 -0.907
C -0.1009 -0.2603 0.4550 3.76 -0.36 -2.08 0.320
N -0.7109 0.1258 1.6211 -1.41 1.84 3.53 1.048
O -0.5978 1.3557 1.8899 -0.22 -1.99 0.06 -0.620
O -1.3277 -0.6519 2.3497 0.72 0.27 -0.92 -0.652
O 0.1043 0.6071 -1.9595 -0.36 -0.68 -0.70 -0.677
O 0.9117 2.1781 -0.2572 -1.38 -1.38 -0.37 -0.646
O 2.2551 -1.2074 1.5568 0.49 -2.25 -0.27 -0.469
O 0.8599 -2.2969 -0.6530 -0.05 0.56 0.08 -0.539
S -0.1054 1.1995 -0.6715 2.37 1.80 -0.21 1.344
H -1.7006 2.8607 -1.3964 0.71 -0.84 0.47 0.383
H -2.4251 1.3293 -0.9280 -0.16 0.19 0.73 0.340
H -1.6680 2.5411 0.3612 -0.71 -0.55 -0.40 0.398
H 1.7420 0.6866 1.3351 0.53 -0.31 -0.57 0.551
H 2.3255 -0.1654 -0.2998 -1.41 -0.18 2.02 0.281
H -1.1494 -1.6627 -0.7552 0.36 0.04 -0.37 0.409
H -0.6136 -2.3719 0.6635 -0.05 0.46 0.98 0.404
H 2.5257 -2.0209 1.0476 -0.60 1.15 0.55 0.400
H 0.7467 -2.4314 -1.5985 -0.12 0.34 0.04 0.329
```
Positions in Å, forces in eV/Å.

HOMO energy   -0.3750 Eh
Calculated total energy   -1061.99268 Eh
Frontier orbital gap   9.511 eV
Energy relative to the best compared isomer or geometry (same formula, charge and spin)   495.0 kJ/mol

=====

Entry 4:
A cluster of 2 separate species, C4H9NOP2 in total at a distorted geometry. Source: the OMol25 dataset; level of theory: the ωB97M-V functional and the def2-TZVPD basis.

XYZ file:
```
17
Properties=species:S:1:pos:R:3:forces:R:3:mulliken_charge:R:1
C -1.0736 1.2939 2.1534 -0.59 -1.28 -1.17 -0.822
C 1.3623 1.7390 -2.2506 1.04 -1.26 -0.65 -0.566
C 0.5139 -2.3102 -0.5890 0.25 0.54 -3.69 -0.985
C -0.6021 -1.6800 -0.3759 -0.62 -1.20 0.10 -0.108
N 0.5656 1.0429 0.1761 -1.17 0.00 -0.06 -0.152
O -1.0351 -1.5138 0.8742 -0.15 -1.25 3.11 -0.477
P -1.0150 1.0706 0.2262 1.44 0.63 2.36 0.245
P 1.5326 0.5570 -1.0742 0.62 1.22 -1.49 0.000
H -1.6628 0.3609 2.5199 1.29 1.70 -0.22 0.187
H -0.0057 1.4150 2.4345 -0.82 -0.70 0.03 0.260
H 1.9707 1.6187 -3.1817 -0.50 0.13 0.93 0.235
H 0.7252 2.5994 -2.2277 -0.31 0.34 0.20 0.277
H 1.2191 -2.5861 0.0970 1.37 -0.65 2.13 0.350
H 0.9007 -2.2994 -1.5973 -0.19 -0.48 -0.21 0.364
H -1.3507 -1.3931 -1.0957 0.26 0.28 -0.37 0.515
H -1.5684 2.2036 2.4341 -0.66 0.37 0.20 0.385
H -0.4768 -2.1183 1.4768 -1.26 1.63 -1.21 0.294
```
Positions in Å, forces in eV/Å.

HOMO energy   -0.3076 Eh
Calculated total energy   -970.39178 Eh
SMILES   C=P/N=P/C.C=CO
Frontier orbital gap   8.059 eV
Energy relative to the best compared isomer or geometry (same formula, charge and spin)   38.3 kJ/mol